Formula: C38H59N6O8SSiSn
Source: the Open Molecules 2025 dataset
Level of theory: ωB97M-V with the def2-TZVPD basis set

Calculated values
Multiplicity ... 1
Gap between HOMO and LUMO (alpha / beta) ... 4.866 / 5.119 eV
E_HOMO (alpha / beta) ... -9.87 / -9.86 eV
Charge ... +1

Last column: Mulliken charge in e.
Element x y z (Å)
Sn: 0.454 -1.156 0.323  1.53
C: 5.992 -1.941 0.303  -0.81
O: 5.242 -1.240 -0.707  -0.36
C: 5.010 0.048 -0.281  0.00
C: 5.924 1.033 -0.535  0.12
C: 5.659 2.377 -0.283  -0.77
C: 4.578 2.720 0.524  -0.67
C: 3.733 1.739 1.046  0.72
C: 2.813 2.079 2.197  -0.61
N: 2.123 1.145 2.803  0.20
N: 1.146 1.247 3.639  -0.50
C: 0.173 0.332 3.843  0.31
O: -0.381 -0.314 2.911  -0.17
C: -0.381 0.203 5.255  0.39
C: -0.898 1.253 5.962  -0.33
C: -1.725 1.032 7.059  -0.72
C: -2.030 -0.268 7.447  -0.39
C: -1.495 -1.344 6.719  -0.62
C: -0.696 -1.109 5.622  -0.32
C: 3.705 0.445 0.302  0.00
O: 2.694 -0.299 0.039  -0.28
H: 6.392 -2.873 -0.117  0.25
H: 5.347 -2.162 1.169  0.28
H: 6.866 -1.352 0.677  0.40
H: 6.862 0.731 -1.018  0.46
H: 6.331 3.162 -0.653  0.43
H: 4.458 3.789 0.663  0.36
H: 2.865 3.137 2.461  0.32
H: -0.694 2.281 5.604  0.37
H: -2.134 1.865 7.623  0.39
H: -2.698 -0.480 8.276  0.40
H: -1.784 -2.355 6.998  0.39
H: -0.555 -1.921 4.912  0.26
N: -1.658 -2.037 1.298  -0.04
C: -2.377 -3.223 0.808  -1.18
C: -1.746 -3.826 -0.455  -0.11
C: -1.816 -2.992 -1.735  -0.29
C: -0.462 -2.987 -2.471  -0.53
N: 0.290 -1.750 -2.159  -0.17
H: -1.409 -2.159 2.259  0.18
H: -2.167 -1.176 1.190  0.03
H: -3.449 -2.982 0.624  0.31
H: -2.358 -3.975 1.567  0.46
H: -2.340 -4.742 -0.637  0.40
H: -0.710 -4.135 -0.252  -0.08
H: -2.145 -1.972 -1.519  0.08
H: -2.531 -3.458 -2.450  0.40
H: -0.579 -3.027 -3.564  0.42
H: 0.117 -3.840 -2.180  0.10
H: -0.202 -0.940 -2.585  0.06
H: 1.245 -1.845 -2.521  0.26
O: 3.492 -5.508 -5.210  -0.58
C: 3.523 -6.674 -4.449  -0.36
N: 3.452 -6.417 -3.017  -0.21
C: 2.977 -5.254 -2.499  0.88
O: 2.663 -4.244 -3.160  -0.81
C: 2.858 -5.261 -1.012  0.07
C: 2.621 -6.432 -0.271  -0.67
C: 2.246 -6.285 1.046  -0.75
C: 2.042 -4.993 1.544  -0.37
N: 2.192 -3.883 0.848  -0.18
C: 2.719 -4.028 -0.371  -0.01
H: 3.039 -4.802 -4.713  0.46
H: 4.439 -7.241 -4.705  0.31
H: 2.637 -7.320 -4.751  0.25
H: 3.768 -7.125 -2.378  0.21
H: 2.629 -7.385 -0.754  0.43
H: 2.091 -7.129 1.706  0.45
H: 1.758 -4.878 2.608  0.40
H: 2.963 -3.133 -0.968  0.49
C: -2.803 3.231 -3.918  -1.46
C: -2.941 1.795 -3.417  1.73
C: -2.322 0.836 -4.428  -1.64
C: -4.351 1.368 -2.928  -1.34
O: -2.055 1.685 -2.255  -0.38
Si: -1.751 2.576 -0.882  -1.51
S: -0.453 1.395 0.367  0.28
O: -0.977 3.957 -1.252  0.47
C: -0.471 5.321 -1.207  1.77
C: -1.277 6.230 -0.261  -1.49
C: -0.585 5.794 -2.686  -1.61
C: 0.988 5.229 -0.813  -1.56
O: -3.074 2.941 0.008  -0.07
C: -3.572 2.791 1.373  1.69
C: -4.990 3.379 1.291  -1.87
C: -2.731 3.594 2.384  -1.34
C: -3.623 1.309 1.759  -0.92
H: -3.354 3.337 -4.854  0.54
H: -1.780 3.489 -4.108  0.30
H: -3.174 3.958 -3.179  0.19
H: -2.832 0.895 -5.403  0.38
H: -2.360 -0.182 -4.112  0.28
H: -1.256 1.067 -4.605  0.37
H: -5.100 1.494 -3.676  0.45
H: -4.620 2.001 -2.067  0.15
H: -4.363 0.314 -2.671  0.28
H: -2.337 6.022 -0.393  0.33
H: -1.120 7.301 -0.469  0.43
H: -1.007 6.053 0.777  0.29
H: -1.641 5.795 -3.025  0.32
H: -0.069 5.071 -3.321  0.29
H: -0.191 6.809 -2.725  0.52
H: 1.125 4.791 0.151  0.30
H: 1.443 6.206 -0.809  0.50
H: 1.514 4.553 -1.535  0.30
H: -4.939 4.429 0.956  0.36
H: -5.431 3.241 2.298  0.42
H: -5.627 2.864 0.580  0.39
H: -2.604 4.645 2.160  0.25
H: -1.740 3.164 2.515  0.13
H: -3.266 3.560 3.317  0.54
H: -4.100 0.760 0.954  0.32
H: -4.262 1.226 2.657  0.52
H: -2.625 0.964 1.957  -0.25


Formula: C38H60IN4SiW
Source: the Open Molecules 2025 dataset
Level of theory: ωB97M-V with the def2-TZVPD basis set

Calculated values
Multiplicity ... 3
Gap between HOMO and LUMO (alpha / beta) ... 7.539 / 7.670 eV
E_HOMO (alpha / beta) ... -10.34 / -10.80 eV
Charge ... +1

Last column: Mulliken spin population.
Element x y z (Å)
W: -0.456 0.368 -0.141  1.45
C: 1.944 -0.754 3.077  0.00
C: 1.503 0.197 4.174  0.00
C: 2.407 1.430 4.290  0.00
C: 0.013 0.520 4.163  0.01
C: -0.570 0.473 5.431  0.00
C: -1.919 0.656 5.636  0.00
C: -2.720 0.895 4.540  0.00
C: -2.197 0.984 3.254  -0.03
C: -3.218 1.330 2.184  0.01
C: -3.042 2.764 1.686  0.01
C: -3.293 0.282 1.084  -0.01
C: -0.810 0.802 3.051  0.04
N: -0.222 0.946 1.727  0.01
C: 0.689 1.996 1.540  0.07
C: 1.531 1.956 0.466  0.05
N: 1.449 0.873 -0.409  0.00
C: 2.450 0.690 -1.458  0.06
C: 2.181 1.215 -2.742  0.00
C: 3.036 0.929 -3.800  0.00
C: 4.170 0.166 -3.614  0.00
C: 4.483 -0.249 -2.337  0.00
C: 3.669 0.013 -1.233  0.00
C: 4.269 -0.447 0.091  0.01
C: 4.402 0.652 1.145  0.00
C: 3.652 -1.747 0.600  0.00
C: 1.060 2.199 -3.001  -0.03
C: 1.542 3.629 -2.730  0.00
C: 0.447 2.123 -4.400  0.00
H: 2.981 -1.049 3.238  0.00
H: 1.875 -0.303 2.093  0.05
H: 1.332 -1.657 3.078  0.00
H: 1.644 -0.347 5.110  0.00
H: 2.457 2.003 3.367  0.00
H: 3.424 1.113 4.531  0.00
H: 2.063 2.091 5.087  0.00
H: 0.071 0.261 6.277  0.00
H: -2.340 0.602 6.631  0.00
H: -3.786 1.035 4.676  0.00
H: -4.188 1.288 2.683  0.00
H: -2.007 2.960 1.414  0.00
H: -3.306 3.466 2.477  0.00
H: -3.679 2.974 0.822  0.00
H: -2.447 0.432 0.401  0.05
H: -4.173 0.402 0.448  0.01
H: -3.263 -0.727 1.485  -0.03
H: 0.680 2.821 2.240  0.01
H: 2.253 2.739 0.274  0.01
H: 2.814 1.325 -4.781  0.00
H: 4.824 -0.067 -4.443  0.00
H: 5.405 -0.793 -2.171  0.00
H: 5.300 -0.699 -0.166  0.00
H: 3.454 0.970 1.562  0.00
H: 4.899 1.525 0.717  0.00
H: 5.018 0.291 1.971  0.00
H: 2.587 -1.646 0.785  0.01
H: 4.136 -2.062 1.526  0.00
H: 3.792 -2.537 -0.140  0.00
H: 0.271 1.980 -2.297  0.12
H: 2.366 3.881 -3.401  0.00
H: 1.900 3.752 -1.707  0.00
H: 0.737 4.350 -2.902  0.00
H: 1.108 2.549 -5.156  0.00
H: -0.477 2.707 -4.428  0.00
H: 0.218 1.098 -4.693  0.00
C: 0.963 -2.893 -1.130  0.05
Si: -0.723 -2.169 -0.706  -0.21
C: -1.551 -3.357 0.552  -0.03
C: -1.100 -2.962 1.964  0.04
C: -1.072 -4.795 0.287  0.00
C: -3.082 -3.365 0.481  0.01
C: -1.639 -2.026 -2.396  0.05
C: -1.668 -3.334 -3.193  0.00
C: -3.081 -1.524 -2.245  -0.03
C: -0.816 -1.006 -3.194  -0.03
H: 0.837 -3.778 -1.759  0.00
H: 1.485 -3.214 -0.230  0.00
H: 1.614 -2.188 -1.652  -0.01
H: -0.010 -2.976 2.046  0.00
H: -1.493 -3.672 2.699  0.00
H: -1.435 -1.962 2.253  0.00
H: 0.001 -4.910 0.440  0.00
H: -1.307 -5.127 -0.727  0.00
H: -1.577 -5.476 0.980  0.00
H: -3.529 -2.371 0.552  0.00
H: -3.482 -3.964 1.306  0.00
H: -3.432 -3.823 -0.447  0.00
H: -2.218 -4.115 -2.664  0.00
H: -0.664 -3.708 -3.399  0.00
H: -2.164 -3.181 -4.158  0.00
H: -3.763 -2.338 -2.004  0.00
H: -3.443 -1.083 -3.185  0.00
H: -3.198 -0.802 -1.427  0.02
H: 0.198 -1.357 -3.393  0.01
H: -0.707 -0.028 -2.690  0.03
H: -1.291 -0.784 -4.158  0.00
I: -2.373 5.892 -2.317  0.00
C: -2.298 3.862 -2.014  -0.01
C: -3.080 2.887 -2.603  0.02
N: -2.676 1.708 -2.114  0.00
N: -1.665 1.858 -1.238  0.12
C: -1.431 3.170 -1.173  0.09
H: -3.878 2.956 -3.323  0.00
H: -3.000 0.782 -2.359  -0.01
H: -0.644 3.552 -0.540  0.00


Formula: C38H62N2O9
Source: the Open Molecules 2025 dataset
Level of theory: ωB97M-V with the def2-TZVPD basis set

Calculated values
Structure (SMILES) ... C#CCCCc1ccc(CCCCN)c2c1C(=O)N(OCCC)C2=O.CC(C)=O.CC(C)=O.CC(C)=O.CC(C)=O.CC(C)=O.CC(C)=O
Multiplicity ... 1
Gap between HOMO and LUMO ... 8.009 eV
E_HOMO ... -8.16 eV

Last column: Mulliken charge in e.
Element x y z (Å)
C: 0.277 1.599 -4.083  0.25
C: 0.678 0.551 -4.497  -0.99
C: 1.180 -0.715 -4.988  -1.22
C: 0.864 -1.862 -4.022  -0.64
C: 1.977 -2.049 -2.986  -0.99
C: 1.461 -2.558 -1.673  0.89
C: 0.726 -3.723 -1.593  -0.85
C: 0.230 -4.188 -0.403  -0.41
C: 0.418 -3.519 0.795  0.92
C: -0.160 -4.042 2.059  -0.53
C: -1.630 -4.499 1.951  -0.82
C: -2.464 -3.762 0.892  0.75
C: -3.930 -3.624 1.268  -1.30
N: -4.245 -2.569 2.225  -0.65
C: 1.170 -2.369 0.717  -0.68
C: 1.683 -1.910 -0.488  -0.48
C: 2.427 -0.672 -0.244  -0.21
O: 3.062 0.010 -0.997  -0.63
N: 2.228 -0.362 1.110  0.93
O: 3.296 0.244 1.760  -0.46
C: 2.803 1.395 2.450  -0.20
C: 3.515 1.587 3.774  -0.33
C: 2.570 1.968 4.920  -1.20
C: 1.589 -1.417 1.782  0.54
O: 1.439 -1.414 2.975  -0.67
H: -0.107 2.529 -3.761  0.97
H: 2.246 -0.633 -5.164  0.42
H: 0.690 -0.899 -5.937  0.39
H: 0.682 -2.786 -4.555  0.35
H: -0.054 -1.620 -3.502  0.53
H: 2.649 -2.813 -3.363  0.36
H: 2.505 -1.121 -2.846  0.55
H: 0.537 -4.270 -2.501  0.48
H: -0.347 -5.097 -0.399  0.61
H: 0.441 -4.898 2.355  0.45
H: -0.055 -3.326 2.855  -0.21
H: -2.081 -4.308 2.916  0.52
H: -1.667 -5.560 1.742  0.26
H: -2.427 -4.341 -0.028  0.18
H: -2.055 -2.789 0.640  -0.20
H: -4.301 -4.572 1.638  0.44
H: -4.467 -3.377 0.359  0.46
H: -3.915 -2.792 3.152  0.29
H: -3.788 -1.717 1.932  0.30
H: 2.945 2.259 1.812  0.18
H: 1.748 1.262 2.635  0.26
H: 4.251 2.372 3.672  0.38
H: 4.044 0.679 4.031  0.29
H: 1.541 2.050 4.595  0.40
H: 2.839 2.918 5.360  0.31
H: 2.612 1.240 5.718  0.26
C: -4.069 0.471 -1.015  -1.38
C: -3.025 -0.404 -0.361  0.30
O: -3.314 -1.464 0.144  -0.41
C: -1.610 0.115 -0.377  0.08
H: -5.042 -0.007 -0.942  0.37
H: -4.104 1.443 -0.521  0.34
H: -3.820 0.629 -2.066  0.33
H: -1.554 1.074 0.140  0.40
H: -1.268 0.263 -1.400  0.04
H: -0.960 -0.603 0.120  -0.31
C: 0.112 -2.001 5.858  -0.67
C: -1.028 -2.559 6.672  0.83
O: -2.086 -2.851 6.165  -0.57
C: -0.779 -2.747 8.144  -1.10
H: -0.183 -1.905 4.820  -0.06
H: 0.398 -1.018 6.236  0.38
H: 0.975 -2.665 5.927  0.33
H: -0.541 -1.789 8.610  0.35
H: 0.054 -3.432 8.285  0.23
H: -1.666 -3.165 8.614  0.30
C: 2.008 -7.399 7.046  -1.06
C: 1.396 -6.536 8.122  0.79
O: 0.657 -5.618 7.854  -0.49
C: 1.750 -6.876 9.550  -1.10
H: 1.675 -7.053 6.070  0.22
H: 3.096 -7.346 7.097  0.34
H: 1.706 -8.438 7.183  0.34
H: 2.829 -6.804 9.695  0.33
H: 1.439 -7.896 9.779  0.33
H: 1.249 -6.187 10.225  0.28
C: 1.428 4.286 -2.733  -1.24
C: 0.787 3.310 -1.781  0.96
O: -0.224 2.701 -2.051  -0.61
C: 1.459 3.086 -0.450  -1.01
H: 0.844 4.340 -3.648  0.15
H: 1.478 5.277 -2.282  0.46
H: 2.442 3.967 -2.975  0.36
H: 1.533 4.016 0.118  0.50
H: 2.459 2.679 -0.610  0.28
H: 0.875 2.364 0.117  0.12
C: 0.863 7.455 -6.545  -0.78
C: 1.677 6.277 -6.075  0.85
O: 2.520 6.379 -5.214  -0.57
C: 1.376 4.953 -6.737  -1.19
H: 1.167 8.347 -6.000  0.37
H: 1.014 7.613 -7.613  0.34
H: -0.195 7.262 -6.379  -0.05
H: 1.549 5.025 -7.812  0.45
H: 0.331 4.684 -6.578  0.28
H: 2.018 4.181 -6.319  0.32
C: -4.045 6.868 -9.074  -1.18
C: -2.958 7.142 -8.063  0.88
O: -1.866 6.634 -8.155  -0.50
C: -3.311 8.083 -6.934  -1.02
H: -3.674 6.182 -9.831  0.30
H: -4.912 6.426 -8.581  0.33
H: -4.357 7.798 -9.551  0.33
H: -4.152 7.685 -6.365  0.32
H: -3.596 9.057 -7.335  0.32
H: -2.457 8.206 -6.273  0.22


For the records above, the corresponding ΔE to the lowest compared entry with this formula, charge and spin values read 28.73, 7.13, 0.00 kcal/mol.